The following is a quantum chemistry calculation of a molecular structure, C6H13NO7V at a distorted geometry, from the Open Molecules 2025 dataset.

Gap between HOMO and LUMO ... 8.36 eV
Total charge ... -1
E ... -47943.6361 eV
LUMO ... 2.9551 eV
E_HOMO ... -5.4 eV

Geometry as XYZ:
```
28
Properties=species:S:1:pos:R:3:forces:R:3:mulliken_charge:R:1
O -0.039993 1.365799 -0.536590 -0.59 -0.03 -0.82 -0.7320
V 0.062034 1.416568 1.023246 0.47 -1.80 1.00 1.4788
O 1.504848 2.049884 1.211500 -0.51 -0.15 0.71 -0.7177
C -0.100904 -1.974363 -0.351827 -0.24 0.40 -0.82 -0.6660
C 0.504478 -1.846576 1.031080 1.87 0.25 -0.10 0.6246
C 2.055726 -2.002901 1.009857 0.15 -1.25 0.98 -1.3296
O 0.188368 -0.679620 1.705372 -0.80 3.00 -0.71 -0.7708
H -1.187832 -1.908397 -0.279279 0.00 0.10 -0.14 0.2921
H 0.156396 -2.830026 -0.984140 0.08 -0.56 0.74 0.4283
H 0.262601 -1.172765 -1.003880 -0.24 0.41 0.42 -0.3333
H 0.198789 -2.683574 1.672445 -0.37 -0.14 -0.10 0.1549
H 2.334598 -3.052201 0.835100 -0.15 0.01 -0.57 0.4019
H 2.387573 -1.912716 2.049397 -0.06 0.51 0.01 0.3387
H 2.712375 -1.378388 0.404865 -0.57 0.34 -0.28 0.2753
C -3.385367 2.718433 3.024820 0.71 -0.18 -0.39 -0.9608
C -2.311406 2.316872 2.000482 -1.44 0.45 -0.59 1.1357
O -2.589609 1.473720 1.143842 0.25 -0.52 0.25 -0.6511
O -1.180832 2.898879 2.044841 1.59 -0.82 -0.03 -0.7661
H -3.277864 1.951653 3.793736 -0.31 0.21 0.27 0.2217
H -4.375256 2.668971 2.578211 0.04 -0.19 -0.02 0.2838
H -3.217806 3.714742 3.427566 0.15 -0.09 0.13 0.2867
C 1.161989 0.443699 -3.484657 -0.05 0.06 -0.65 -0.2947
N 1.544732 -0.923853 -3.955042 -0.32 0.51 0.76 0.9217
O 0.739632 -1.564847 -4.584354 -0.29 -0.33 -0.48 -0.5660
O 2.628623 -1.318625 -3.590014 0.37 -0.22 -0.16 -0.5409
H 2.043800 1.048611 -3.669297 -0.01 0.12 0.53 0.2600
H 0.850244 0.354932 -2.448201 0.31 0.20 0.18 -0.0253
H 0.330062 0.826090 -4.069080 -0.03 -0.29 -0.09 0.2503
```
Forces are in eV/Å.

The following is a quantum chemistry calculation of a molecular structure, C39H32FeN8O7S2Se at a distorted geometry, from the Open Molecules 2025 dataset.

ΔE to the lowest compared entry with this formula, charge and spin ... 0.835 eV
Gap between HOMO and LUMO (spin up / spin down) ... 7.01 / 6.41 eV
Total charge ... -1
E ... -188624.6191 eV
LUMO (spin up / spin down) ... 1.3229 / 0.7228 eV
Multiplicity ... 6
E_HOMO (spin up / spin down) ... -5.7 / -5.7 eV

Geometry as XYZ:
```
90
Properties=species:S:1:pos:R:3:forces:R:3:lowdin_spin:R:1
Fe -0.455074 -0.038630 -0.008203 -0.19 0.54 1.00 4.1961
N -4.452879 2.001350 0.569985 0.05 -0.02 -0.01 0.0109
C -3.164754 1.536841 0.615120 -0.10 -0.04 -0.14 0.0217
S -2.791116 0.227165 -0.456063 -0.25 -0.11 -0.01 0.1743
N -2.364379 2.095264 1.462990 0.15 -0.05 0.00 0.0083
N -1.092899 1.523702 1.497534 -0.25 0.27 -0.16 0.0678
C -0.356591 2.084654 2.387434 0.04 -0.03 0.11 0.0102
C 1.003313 1.739163 2.718874 -0.13 0.18 0.01 0.0064
C 1.680040 2.502599 3.680327 -0.01 0.02 0.01 -0.0003
C 2.972281 2.205731 4.048897 0.04 -0.07 -0.07 0.0053
C 3.608734 1.114285 3.444752 -0.04 0.04 0.05 0.0005
C 2.961851 0.351065 2.498665 -0.02 -0.05 -0.01 0.0081
C 1.639706 0.646328 2.119011 0.20 -0.19 -0.15 0.0111
O 1.030464 -0.109393 1.235916 0.36 -0.01 0.01 0.1208
H -4.999129 1.734814 -0.230212 0.02 0.03 -0.02 0.0027
H -4.609173 2.922179 0.945165 0.00 -0.01 0.06 0.0012
H -0.815226 2.895843 2.951845 0.00 -0.01 0.03 0.0029
H 1.159776 3.338544 4.135745 0.00 0.00 -0.01 0.0000
H 3.487838 2.805326 4.786473 0.00 -0.01 0.01 0.0003
H 4.623682 0.861524 3.727202 0.01 0.02 -0.02 0.0000
H 3.445700 -0.488329 2.015608 0.01 0.01 0.02 0.0003
O -0.945821 -1.575541 1.722982 -0.33 -0.06 0.18 0.0409
C -1.444679 -2.808404 1.203468 0.10 0.00 -0.02 0.0023
C -1.180349 -2.814837 -0.327634 0.01 -0.09 -0.28 0.0151
O -1.434899 -3.797008 -0.985016 -0.01 0.07 0.03 0.0243
O -0.639178 -1.723101 -0.800192 0.11 -0.57 -0.38 0.1559
C -0.660330 -3.946649 1.848917 0.02 0.01 0.05 0.0006
C -1.147689 -4.628955 2.956477 -0.01 0.01 0.01 0.0007
C -0.361874 -5.574621 3.601880 0.00 0.02 -0.01 0.0000
C 0.918061 -5.848472 3.144197 0.00 0.02 -0.01 0.0005
C 1.411196 -5.171269 2.036450 0.00 -0.01 0.02 -0.0001
C 0.627720 -4.225146 1.394745 -0.02 0.02 -0.03 0.0006
C -2.939218 -2.873599 1.473827 0.00 0.00 -0.02 0.0005
C -3.580965 -1.855611 2.165469 -0.01 0.01 0.08 0.0009
C -4.949711 -1.918319 2.395863 0.01 -0.03 0.00 0.0003
C -5.685999 -3.000606 1.940350 0.02 -0.01 0.00 0.0003
C -5.045058 -4.023447 1.251785 0.01 0.00 0.01 0.0001
C -3.680052 -3.962734 1.020874 0.01 0.03 -0.07 0.0004
H 0.001697 -1.661342 1.906852 0.00 0.05 0.03 0.0000
H -2.147692 -4.419994 3.314073 0.02 0.00 0.02 0.0000
H -0.751047 -6.093405 4.469059 -0.01 -0.01 -0.01 0.0000
H 1.530803 -6.584956 3.648684 0.00 -0.01 -0.01 0.0000
H 2.406745 -5.382265 1.666713 -0.01 0.01 0.01 0.0000
H 1.018807 -3.704067 0.526265 0.01 -0.01 0.01 0.0001
H -3.010997 -1.008599 2.520307 -0.01 0.01 -0.03 0.0000
H -5.437656 -1.110060 2.926207 0.00 0.00 0.00 0.0000
H -6.753208 -3.049163 2.118084 0.00 0.01 -0.01 0.0000
H -5.610829 -4.871594 0.886387 0.00 0.01 0.01 0.0000
H -3.182081 -4.746260 0.465261 0.00 0.00 0.01 0.0001
O -2.904172 2.452735 -7.955518 0.01 -0.01 0.01 0.0000
S -2.721790 3.869812 -8.188315 -0.04 -0.05 -0.07 0.0000
O -3.889485 4.572446 -8.672684 -0.02 0.01 0.00 0.0000
O -1.469453 4.227972 -8.835761 0.04 0.00 0.00 0.0000
C -2.432415 4.563239 -6.531210 0.10 0.10 0.21 -0.0001
N -2.589869 5.884199 -6.373020 0.04 -0.16 -0.03 0.0006
C -2.235151 6.383205 -5.201271 -0.02 0.02 -0.04 0.0000
C -1.733078 5.607534 -4.166874 -0.02 0.07 0.07 0.0006
C -1.651062 4.249008 -4.414357 0.08 -0.14 0.11 0.0001
N -1.991899 3.732681 -5.587913 -0.08 0.07 -0.18 0.0005
C -1.153491 3.264190 -3.405926 -0.07 0.19 -0.07 0.0029
C -0.748627 3.635684 -2.130148 0.13 0.05 -0.07 0.0019
C -0.263090 2.676403 -1.266250 0.23 -0.10 -0.06 0.0077
N -0.175677 1.383297 -1.596171 -0.56 0.25 0.08 0.0555
C -0.594724 1.017457 -2.819745 0.20 -0.09 0.01 0.0059
C -1.071141 1.916574 -3.748279 0.07 -0.06 -0.06 0.0024
H -2.352238 7.456095 -5.078430 0.00 -0.01 0.00 0.0000
H -1.427519 6.057982 -3.233714 -0.05 0.00 0.00 0.0001
H -0.789169 4.662740 -1.797562 0.00 -0.01 0.00 0.0002
H 0.087452 2.942537 -0.277932 -0.08 -0.01 0.02 0.0005
H -0.514778 -0.040336 -3.048283 -0.11 -0.02 0.07 0.0002
H -1.391306 1.600454 -4.732644 0.01 -0.01 0.01 0.0002
C 5.280863 -1.430856 -2.780814 -0.02 0.05 -0.02 0.0008
N 4.322741 -0.528057 -3.378952 0.06 -0.03 -0.07 0.0010
C 3.182024 -0.088987 -2.787651 -0.01 0.06 0.04 0.0040
Se 2.568340 -0.421761 -1.088044 0.34 -0.12 -0.29 0.0206
N 2.568391 0.710973 -3.694934 0.01 -0.03 -0.04 0.0008
C 3.302068 0.790005 -4.870402 -0.06 0.02 0.07 0.0001
C 3.092649 1.461163 -6.060993 -0.04 0.04 -0.04 0.0000
C 4.055155 1.303606 -7.048552 0.03 -0.02 0.01 0.0000
C 5.183177 0.506056 -6.845887 -0.04 0.01 0.02 0.0000
C 5.391706 -0.159340 -5.644699 0.04 0.01 -0.03 0.0001
C 4.429011 0.000744 -4.664043 0.01 -0.12 0.09 0.0001
H 4.886969 -1.746156 -1.818370 -0.01 0.00 0.01 0.0008
H 6.236914 -0.926652 -2.635282 0.01 0.00 0.00 0.0000
H 5.421090 -2.299672 -3.424255 0.00 0.00 0.00 0.0000
H 1.672697 1.131116 -3.506835 0.05 0.06 -0.03 0.0002
H 2.217028 2.076782 -6.219892 -0.01 -0.02 -0.02 0.0000
H 3.924604 1.808281 -7.996087 -0.02 -0.01 0.00 0.0000
H 5.906514 0.397400 -7.642936 0.00 0.02 0.01 0.0000
H 6.266980 -0.774957 -5.485760 -0.01 -0.01 0.00 0.0000
```
Forces are in eV/Å.

The following is a quantum chemistry calculation of 2 unconnected molecules or ions with the total composition C3H5N5O at a distorted geometry, from the Open Molecules 2025 dataset.

ΔE to the lowest compared entry with this formula, charge and spin ... 7.252 eV
Gap between HOMO and LUMO (spin up / spin down) ... 8.45 / 7.64 eV
E ... -12682.0424 eV
LUMO (spin up / spin down) ... -0.2129 / -0.3517 eV
E_HOMO (spin up / spin down) ... -8.7 / -8.0 eV

Geometry as XYZ:
```
14
Properties=species:S:1:pos:R:3:forces:R:3:mulliken_charge:R:1
C -2.085993 1.108773 -0.158179 -0.56 -0.78 0.66 -0.2106
C -2.667738 -0.180841 0.079133 3.05 1.03 -1.08 -0.1589
C -0.097819 0.052291 0.161110 1.97 1.71 0.39 0.2076
N -0.745597 1.150716 -0.032862 -1.27 -0.06 -0.28 -0.3945
N -1.939653 -1.278241 0.259568 1.45 -0.74 0.51 -0.6617
N 2.227522 0.895674 0.086636 -0.59 -1.04 -1.21 -0.4144
N -0.569291 -1.187134 0.328021 -1.51 0.23 -0.90 0.9166
N 2.975536 -0.115727 -0.365056 0.58 0.44 -0.01 -0.1269
O 0.170030 -2.194247 0.373640 -0.80 0.35 0.39 -0.6604
H -2.665406 2.051659 -0.393060 0.82 -1.38 0.35 0.3445
H -3.594438 -0.531411 -0.202483 -2.58 0.29 -0.01 0.4427
H 3.299581 0.071755 -1.286822 -0.13 0.15 -0.74 0.2450
H 3.650608 -0.738811 0.082308 -0.81 0.43 0.97 0.2177
H 2.042658 0.895549 1.068051 0.39 -0.62 0.98 0.2530
```
Forces are in eV/Å.

The following is a quantum chemistry calculation of a molecular structure, C5H8O2 at a distorted geometry, from the Open Molecules 2025 dataset.

ΔE to the lowest compared entry with this formula, charge and spin ... 5.190 eV
Gap between HOMO and LUMO ... 9.88 eV
E ... -9404.6421 eV
LUMO ... 0.5695 eV
E_HOMO ... -9.3 eV

Geometry as XYZ:
```
15
Properties=species:S:1:pos:R:3:forces:R:3:mulliken_charge:R:1
C 1.540133 0.664739 -0.314208 -0.02 -0.07 0.03 -1.5627
C 0.379547 0.014323 0.411717 -0.06 0.03 0.04 1.7451
O 0.685029 -0.357846 1.763725 0.33 -0.18 -0.46 -0.5897
C -1.014198 0.703310 0.408583 0.08 -0.03 -0.03 -1.2907
C -1.561764 -0.558988 -0.263381 -0.02 -0.08 0.07 0.3917
O -1.085840 -0.582951 -1.629367 0.55 -0.72 0.62 -0.3709
C -0.240399 -1.294105 -0.155290 -0.30 0.36 -0.01 -1.2853
H 1.244777 0.928902 -1.337463 0.05 -0.06 0.24 0.3448
H 1.859623 1.575075 0.211200 -0.10 -0.22 -0.10 0.3427
H 2.393171 -0.027542 -0.372570 -0.20 0.16 0.04 0.3751
H 1.371041 -1.049645 1.708103 -0.32 0.33 0.12 0.3848
H -1.377622 0.831267 1.434106 0.08 -0.04 -0.24 0.3260
H -1.127069 1.636458 -0.155972 0.03 -0.25 0.12 0.3064
H -2.570905 -0.963735 -0.133208 0.34 0.13 -0.07 0.3830
H -0.495528 -1.519255 -1.575974 -0.43 0.64 -0.37 0.4996
```
Forces are in eV/Å.